{
  "formula": "C26H21N5O4Ti",
  "method": "wB97M-V/def2-TZVPD",
  "species": ["Ti", "C", "C", "C", "C", "C", "C", "N", "C", "C", "C", "C", "C", "N", "C", "C", "C", "C", "C", "C", "N", "H", "H", "H", "H", "H", "H", "H", "H", "H", "H", "H", "H", "H", "H", "H", "O", "C", "O", "C", "O", "O", "N", "C", "N", "C", "C", "C", "C", "C", "C", "H", "H", "H", "H", "H", "H"],
  "coordinates": [[8.31, 11.41, 11.51], [6.80, 11.02, 8.21], [8.25, 11.34, 8.12], [8.83, 11.45, 6.85], [10.18, 11.71, 6.74], [10.90, 11.85, 7.89], [10.27, 11.81, 9.14], [8.93, 11.52, 9.29], [11.06, 11.86, 10.33], [12.47, 11.92, 10.29], [13.18, 11.69, 11.46], [12.48, 11.46, 12.63], [11.09, 11.48, 12.63], [10.39, 11.66, 11.49], [10.29, 11.35, 13.82], [10.91, 11.34, 15.07], [10.15, 11.13, 16.21], [8.78, 11.09, 16.05], [8.19, 11.23, 14.78], [6.70, 11.27, 14.65], [8.92, 11.27, 13.64], [6.19, 11.93, 8.12], [6.52, 10.48, 9.12], [6.56, 10.37, 7.34], [8.26, 11.33, 5.93], [10.66, 11.76, 5.78], [11.98, 12.07, 7.82], [12.99, 12.14, 9.38], [14.29, 11.74, 11.45], [12.99, 11.26, 13.56], [11.96, 11.47, 15.16], [10.62, 10.98, 17.17], [8.11, 10.89, 16.87], [6.40, 12.11, 14.03], [6.34, 11.41, 15.70], [6.29, 10.37, 14.22], [4.59, 12.70, 11.49], [5.79, 12.61, 11.50], [6.49, 11.37, 11.59], [6.80, 13.73, 11.54], [6.42, 14.89, 11.45], [8.06, 13.27, 11.71], [7.63, 7.08, 11.75], [7.42, 8.41, 11.68], [8.43, 9.07, 11.17], [9.36, 8.08, 10.74], [10.45, 8.11, 9.89], [10.94, 6.89, 9.42], [10.48, 5.65, 9.91], [9.39, 5.59, 10.81], [8.84, 6.82, 11.17], [6.99, 6.38, 12.10], [6.50, 8.86, 12.02], [10.86, 9.04, 9.51], [11.75, 6.86, 8.69], [10.94, 4.73, 9.52], [9.00, 4.65, 11.17]],
  "s_squared": 0.7529,
  "de_lowest_kj_mol": 0.00,
  "multiplicity": 2,
  "total_charge": 1
}

---

{
  "formula": "C46H43FN3O4PPtS",
  "method": "wB97M-V/def2-TZVPD",
  "species": ["Pt", "F", "C", "C", "C", "C", "O", "C", "C", "N", "C", "C", "C", "C", "C", "C", "N", "C", "C", "N", "C", "C", "C", "O", "O", "H", "H", "H", "H", "H", "H", "H", "H", "H", "H", "H", "H", "H", "H", "H", "H", "H", "H", "C", "C", "C", "C", "C", "C", "P", "C", "C", "C", "C", "C", "C", "C", "C", "C", "C", "C", "C", "C", "C", "C", "C", "H", "H", "H", "H", "H", "H", "H", "H", "H", "H", "H", "H", "H", "H", "H", "H", "S", "C", "C", "C", "C", "C", "C", "H", "H", "H", "H", "H", "C", "O", "H", "H", "H", "H"],
  "coordinates": [[0.58, 0.27, 0.59], [6.27, 3.43, -0.76], [5.07, 3.72, -1.32], [4.03, 2.88, -1.09], [2.78, 3.13, -1.68], [1.68, 2.22, -1.39], [1.95, 1.14, -0.79], [0.41, 2.63, -1.82], [0.33, 3.72, -2.66], [1.35, 4.50, -3.04], [1.02, 5.46, -4.09], [1.44, 6.90, -4.12], [1.96, 5.93, -5.16], [2.61, 4.26, -2.50], [3.70, 5.13, -2.68], [4.94, 4.87, -2.12], [5.99, 5.80, -2.35], [7.16, 5.83, -1.48], [7.99, 7.07, -1.85], [7.09, 8.08, -2.48], [6.61, 7.61, -3.83], [6.35, 6.10, -3.73], [-0.92, 1.95, -1.52], [-1.86, 2.24, -2.23], [-0.97, 1.14, -0.52], [4.15, 2.01, -0.46], [-0.64, 3.95, -3.07], [0.01, 5.27, -4.42], [2.11, 7.26, -3.36], [0.69, 7.61, -4.41], [2.99, 5.62, -5.12], [1.56, 5.99, -6.16], [3.59, 6.04, -3.23], [7.81, 4.96, -1.58], [6.83, 5.89, -0.44], [8.76, 6.85, -2.59], [8.47, 7.52, -0.98], [7.54, 8.99, -2.56], [6.27, 8.20, -1.88], [7.38, 7.85, -4.56], [5.70, 8.17, -4.06], [7.23, 5.53, -4.03], [5.55, 5.83, -4.41], [-0.49, -5.44, 1.78], [0.55, -4.68, 1.26], [0.48, -3.30, 1.29], [-0.63, -2.66, 1.84], [-1.65, -3.43, 2.39], [-1.58, -4.81, 2.36], [-0.64, -0.86, 2.13], [-2.35, -0.41, 2.40], [-3.33, -0.84, 1.50], [-4.65, -0.52, 1.70], [-5.02, 0.24, 2.80], [-4.06, 0.67, 3.70], [-2.73, 0.36, 3.50], [0.40, -0.74, 3.58], [0.07, -0.98, 4.89], [1.10, -1.12, 5.84], [2.41, -1.09, 5.46], [2.78, -0.88, 4.10], [4.12, -0.90, 3.65], [4.40, -0.72, 2.33], [3.37, -0.47, 1.39], [2.06, -0.41, 1.79], [1.75, -0.67, 3.16], [-0.44, -6.52, 1.75], [1.41, -5.17, 0.83], [1.31, -2.73, 0.90], [-2.50, -2.96, 2.86], [-2.39, -5.40, 2.78], [-3.05, -1.46, 0.65], [-5.40, -0.86, 0.99], [-6.06, 0.49, 2.96], [-4.35, 1.27, 4.56], [-1.98, 0.72, 4.20], [-0.96, -1.09, 5.19], [0.84, -1.29, 6.88], [3.19, -1.23, 6.19], [4.92, -1.07, 4.37], [5.42, -0.76, 1.98], [3.63, -0.29, 0.35], [0.96, 2.22, 1.70], [-0.39, 2.68, 2.72], [-0.18, 2.82, 4.09], [-1.16, 3.38, 4.89], [-2.36, 3.79, 4.32], [-2.59, 3.63, 2.96], [-1.60, 3.08, 2.15], [0.77, 2.51, 4.51], [-0.99, 3.50, 5.95], [-3.13, 4.23, 4.94], [-3.52, 3.95, 2.52], [-1.76, 2.96, 1.09], [-1.14, -1.55, -1.69], [0.11, -1.44, -0.98], [-1.43, -2.60, -1.73], [-1.05, -1.14, -2.70], [-1.88, -0.96, -1.16], [0.82, -1.78, -1.54]],
  "de_lowest_kj_mol": 103.20,
  "total_charge": 2
}

---

{
  "formula": "C3H9N2P",
  "method": "wB97M-V/def2-TZVPD",
  "species": ["C", "C", "C", "N", "N", "P", "H", "H", "H", "H", "H", "H", "H", "H", "H"],
  "coordinates": [[0.34, 0.93, -0.13], [-1.14, 1.24, -0.03], [-0.41, -1.23, -0.33], [0.58, -0.46, 0.42], [1.94, -0.81, 0.03], [-1.98, -0.45, 0.06], [0.70, 1.05, -1.14], [0.90, 1.57, 0.50], [-1.39, 1.81, 0.92], [-1.65, 1.80, -0.86], [-0.11, -1.26, -1.34], [-0.65, -2.36, -0.04], [2.28, -1.36, 0.76], [2.37, 0.10, -0.24], [-1.78, -0.59, 1.41]],
  "de_lowest_kj_mol": 169.34,
  "total_charge": 0
}

---

{
  "formula": "C33H44F6NOPY",
  "method": "wB97M-V/def2-TZVPD",
  "species": ["Y", "C", "C", "C", "C", "N", "C", "C", "C", "C", "C", "C", "C", "H", "H", "H", "H", "H", "H", "H", "H", "C", "C", "C", "C", "C", "C", "P", "C", "C", "C", "C", "C", "C", "C", "C", "C", "C", "C", "C", "H", "H", "H", "H", "H", "H", "H", "H", "H", "H", "H", "H", "H", "H", "H", "H", "H", "H", "H", "H", "H", "H", "H", "H", "H", "H", "H", "H", "H", "H", "H", "H", "H", "C", "C", "O", "C", "F", "F", "F", "C", "F", "F", "F", "H", "H", "H"],
  "coordinates": [[-0.14, 0.12, 0.45], [-1.99, 1.45, -3.51], [-1.96, 2.83, -3.32], [-1.18, 3.35, -2.30], [-0.44, 2.50, -1.48], [-0.53, 1.16, -1.64], [-1.27, 0.66, -2.64], [0.45, 2.99, -0.40], [0.95, 4.29, -0.45], [1.81, 4.75, 0.54], [2.17, 3.91, 1.58], [1.69, 2.61, 1.61], [0.82, 2.10, 0.64], [-2.57, 1.00, -4.30], [-2.54, 3.49, -3.95], [-1.15, 4.42, -2.14], [-1.27, -0.41, -2.75], [0.71, 4.95, -1.27], [2.19, 5.76, 0.49], [2.84, 4.26, 2.35], [2.02, 1.97, 2.43], [-5.35, 3.37, 3.28], [-3.96, 3.52, 3.94], [-2.91, 2.64, 3.24], [-3.59, 1.39, 2.67], [-4.48, 1.82, 1.49], [-5.19, 3.15, 1.78], [-2.37, 0.11, 2.14], [-1.61, -0.64, 3.67], [-0.30, 0.09, 4.01], [0.23, -0.44, 5.34], [-0.70, -0.01, 6.49], [-2.16, 0.17, 6.02], [-2.52, -0.80, 4.90], [-3.30, -1.30, 1.39], [-4.57, -1.79, 2.09], [-5.38, -2.73, 1.16], [-4.47, -3.45, 0.16], [-3.80, -2.44, -0.79], [-3.58, -1.08, -0.11], [-5.95, 4.25, 3.49], [-5.88, 2.51, 3.71], [-4.03, 3.26, 5.00], [-3.65, 4.56, 3.89], [-2.11, 2.39, 3.94], [-2.44, 3.18, 2.41], [-4.19, 0.92, 3.45], [-5.22, 1.04, 1.28], [-3.86, 1.92, 0.59], [-6.17, 3.16, 1.29], [-4.62, 3.99, 1.37], [-1.32, -1.63, 3.31], [-0.45, 1.17, 4.09], [0.43, -0.07, 3.21], [1.24, -0.08, 5.52], [0.28, -1.53, 5.28], [-0.35, 0.94, 6.90], [-0.65, -0.75, 7.29], [-2.32, 1.19, 5.68], [-2.83, 0.02, 6.87], [-3.57, -0.67, 4.64], [-2.43, -1.82, 5.28], [-2.55, -2.10, 1.44], [-5.21, -0.95, 2.38], [-4.30, -2.32, 3.01], [-6.12, -2.15, 0.60], [-5.92, -3.45, 1.76], [-5.06, -4.17, -0.41], [-3.71, -4.02, 0.70], [-4.41, -2.31, -1.69], [-2.83, -2.84, -1.12], [-4.47, -0.46, -0.23], [-2.76, -0.55, -0.60], [0.56, -4.18, 0.48], [0.86, -2.69, 0.50], [-0.21, -1.91, 0.85], [1.98, -2.37, 1.50], [3.16, -2.91, 1.21], [2.17, -1.00, 1.56], [1.63, -2.75, 2.73], [1.30, -2.24, -0.93], [1.91, -1.01, -0.92], [2.08, -3.07, -1.59], [0.17, -2.02, -1.66], [0.32, -4.51, 1.49], [1.42, -4.76, 0.12], [-0.30, -4.36, -0.17]],
  "de_lowest_kj_mol": 34.94,
  "total_charge": 1
}

---

{
  "formula": "C8H12N5O2",
  "method": "wB97M-V/def2-TZVPD",
  "species": ["C", "C", "C", "C", "C", "C", "C", "C", "N", "N", "N", "N", "N", "O", "O", "H", "H", "H", "H", "H", "H", "H", "H", "H", "H", "H", "H"],
  "coordinates": [[2.71, 1.82, 0.22], [0.89, -1.92, -0.35], [3.21, 0.79, -0.50], [0.29, -0.86, 0.28], [1.23, 0.21, 0.29], [-1.69, 1.47, -0.06], [-1.61, -2.05, 1.33], [-1.09, -0.70, 0.83], [1.60, 1.40, 0.85], [2.09, -1.53, -0.75], [2.30, -0.23, -0.43], [-2.27, 2.17, -1.07], [-1.92, 0.06, -0.06], [-1.09, 2.06, 0.79], [-2.12, -0.39, -1.40], [3.10, 2.86, 0.54], [0.72, -2.92, -0.88], [4.10, 0.49, -1.16], [-0.84, -2.72, 1.28], [-2.01, -1.97, 2.29], [-2.39, -2.40, 0.71], [-1.09, 0.11, 1.69], [0.86, 2.04, 1.17], [2.82, -2.19, -1.00], [-2.85, 1.81, -1.92], [-1.89, 3.13, -1.11], [-3.07, -0.54, -1.56]],
  "de_lowest_kj_mol": 310.65,
  "total_charge": 1
}